1.
21
Properties=species:S:1:pos:R:3:forces:R:3:mulliken_charge:R:1 method="wB97M-V/def2-TZVPD" orbital_gap_ev=6.20 spin_multiplicity=1 molar_mass_da=208.1 total_charge=-1 de_lowest_kj_mol=0.0 lumo_energy_ev=3.0 e_homo_ev=-3.179
C 0.5473 1.8882 0.1151 -1.1318 0.3885 0.1318 -0.1959
C -0.3981 1.1939 -0.5647 -0.0564 -0.7482 -1.2219 -1.7594
C 1.6186 1.2968 0.8392 0.7036 0.2992 0.1557 -0.9116
C 0.9645 -0.8042 -0.0780 -1.3305 -2.7666 -2.0070 -0.1233
C -0.2536 -0.2727 -0.8596 2.9127 0.2892 1.0927 1.5409
C 1.8047 -0.0967 0.7485 0.0323 2.9139 0.2217 0.8321
C -2.2317 -1.3649 0.3946 1.6635 0.6475 -1.4195 -0.3044
C -3.7205 1.5271 0.6410 -0.2607 -0.2200 0.1601 0.7603
C 1.1156 -2.2176 -0.2166 1.6590 1.9361 1.4554 -0.5236
N -1.3453 -0.9639 -0.2810 -3.4075 -1.2075 1.3083 0.0848
O -3.9224 1.7396 1.7535 0.0026 0.2981 1.1329 -0.4020
O -0.1927 -0.6181 -2.2794 -2.1269 1.5374 0.8766 -0.5625
O -3.5874 1.3092 -0.4756 0.0796 -0.0516 -1.3137 -0.3529
O 2.7705 -0.7523 1.3791 0.4083 -0.2606 0.9297 -0.7001
O 1.9844 -2.9246 0.3563 -0.3419 -0.2819 -0.0157 -0.7742
H 0.3534 2.9901 0.2013 0.4137 -1.0531 0.0664 0.2706
H -1.3066 1.5582 -1.0117 0.1164 0.8049 -0.0302 0.5002
H 2.2171 2.0301 1.3987 0.1124 -0.9738 -0.0467 0.2983
H 0.4470 -2.6480 -0.8978 -1.2191 -1.2346 -1.1138 0.5170
H 2.5721 -1.7375 1.3010 0.2628 0.4722 -0.5136 0.4005
H 0.5632 -1.1327 -2.4638 1.5078 -0.7889 0.1510 0.4051

2.
110
Properties=species:S:1:pos:R:3:forces:R:3:mulliken_charge:R:1 method="wB97M-V/def2-TZVPD" orbital_gap_ev=9.31 spin_multiplicity=1 molar_mass_da=681.8 total_charge=0 lumo_energy_ev=-0.2 e_homo_ev=-9.542
C -3.2242 -2.8583 -2.7689 -0.5739 0.4949 -0.9588 -0.9144
C -3.0385 -1.3967 -3.2433 0.4484 -0.2912 1.5384 -0.2392
C -3.1131 -0.3956 -2.0441 0.2111 -0.6213 -0.6696 0.0127
C -1.8583 0.4661 -2.0254 -0.5241 0.5223 -0.4940 -0.5831
N -1.9576 1.7136 -1.2248 0.5039 -0.6914 0.8089 -0.1186
Si -2.4523 1.5741 0.4356 0.0137 -0.1931 -0.0273 -0.1732
O -1.3297 0.6719 1.3333 -0.5935 0.0712 -0.0310 0.5043
Si -1.7767 -0.7284 2.1220 0.1064 -0.5836 0.3540 0.6427
C -0.3430 -1.9546 2.1354 0.3971 0.8207 -0.4475 -0.6935
C 0.6808 -1.5806 1.0330 -0.2835 -0.5078 0.0593 0.7852
C 1.5147 -2.7802 0.5940 -0.4953 1.3077 0.2548 -0.9829
O 0.7023 -3.9214 0.2711 0.5228 -0.7707 -1.2437 -0.4157
C 0.4093 -4.0797 -1.0520 -1.0807 2.3418 -1.3209 0.6702
C 0.4179 -5.4984 -1.5699 0.0344 0.5021 0.4147 -0.6474
O 0.1175 -3.1223 -1.8023 1.1789 -2.3098 2.1544 -0.4758
H -2.2648 -3.3448 -2.6385 0.0101 -0.0833 0.2758 -0.0043
H -3.7755 -3.3746 -3.5518 0.1515 -0.3206 0.0690 0.3199
H -3.8370 -2.9348 -1.8739 0.1304 0.0130 0.1776 0.3584
H -3.7515 -1.1406 -4.0186 0.0932 0.0656 -0.1485 0.3436
H -2.0125 -1.3478 -3.6101 -0.1055 0.1673 -0.5418 0.0097
H -4.0165 0.2077 -2.1392 0.0432 0.1765 0.1931 0.2113
H -3.1976 -1.0175 -1.1525 -0.0453 0.3310 0.2776 0.0228
H -1.6861 0.7784 -3.0597 0.0533 0.0668 -0.0254 0.4585
H -0.9852 -0.1375 -1.7612 -0.0104 -0.1004 0.2200 0.1475
H -0.9971 2.0542 -1.1746 -0.1265 0.5778 -0.2742 0.2771
H -3.7442 0.8798 0.5264 0.0029 -0.0718 -0.1439 -0.0840
H -2.6089 2.8927 1.0649 0.3285 0.0980 -0.1046 -0.1717
H -2.9893 -1.2931 1.5030 0.0839 0.0295 -0.3321 -0.1817
H -2.1355 -0.4704 3.5193 0.0027 0.4356 -0.0238 -0.4773
H 0.1710 -1.8823 3.0958 -0.1456 -0.1307 0.1424 0.4697
H -0.6904 -2.9779 2.0190 -0.1326 -0.0419 -0.0363 0.4211
H 1.3613 -0.8324 1.4374 0.0674 0.0896 -0.1768 0.3931
H 0.2038 -1.1539 0.1509 -0.0841 0.0015 -0.0230 -0.8833
H 2.0983 -2.4825 -0.2793 0.1178 -0.2166 -0.0152 0.4459
H 2.1667 -3.0478 1.4220 -0.0325 -0.4827 -0.1025 0.5319
H 1.1419 -5.5239 -2.3828 0.0215 -0.0284 -0.0426 0.3750
H 0.6930 -6.2153 -0.8038 -0.0781 -0.0451 0.0528 0.3523
H -0.5608 -5.6981 -1.9951 -0.0129 0.0520 0.0926 -0.2848
O 0.9045 2.3189 0.0533 0.0175 -0.0898 0.1287 -0.6577
H 0.5197 1.6415 0.6289 -0.0687 0.0258 -0.0088 0.2361
H 1.7483 2.5300 0.4681 0.0169 0.0500 -0.0033 0.3121
O -5.5907 3.2810 -0.7517 0.0458 -0.0214 -0.1599 -0.7052
H -5.5535 3.7492 -1.5899 -0.0457 0.0582 -0.0073 0.2849
H -4.7690 2.7774 -0.7200 0.0094 -0.0284 -0.0114 0.2566
O -3.1677 -3.2558 3.3452 -0.0226 -0.0995 0.1921 -0.5292
H -3.0360 -3.8655 2.6128 0.0481 0.0501 -0.0731 0.2448
H -3.8148 -3.6893 3.9106 -0.0516 0.0079 -0.0159 0.2476
O -1.7352 -6.6983 -3.9202 0.0666 -0.1655 -0.0692 -0.6490
H -1.5815 -6.9241 -2.9970 -0.0821 -0.0321 -0.0072 0.3232
H -1.0642 -7.1853 -4.4073 -0.0307 0.0024 -0.1223 0.2857
O 1.2855 -1.1524 -3.6423 0.1118 0.0489 0.1125 -0.6700
H 1.0294 -1.6840 -2.8767 -0.1052 -0.0639 -0.1138 0.3548
H 0.4499 -0.9105 -4.0501 -0.0388 0.0084 -0.0330 0.3256
O -4.6515 -2.8615 -5.6450 -0.1294 0.1154 -0.4141 -0.6161
H -5.5988 -2.8089 -5.8137 -0.0280 -0.0119 0.0399 0.2968
H -4.3289 -3.4852 -6.3046 0.0485 -0.0670 0.0552 0.3004
O -4.8469 -0.6636 -8.0823 0.1122 0.1033 0.0216 -0.6962
H -5.1366 0.1778 -7.7146 -0.0668 0.0116 -0.0081 0.3287
H -4.4513 -1.1256 -7.3320 0.0136 -0.0645 0.0521 0.3617
O 2.8246 5.0655 0.6583 0.4130 -0.5476 0.0853 -0.5673
H 2.3217 4.8917 -0.1409 -0.0274 0.1928 -0.1042 0.2150
H 2.1497 5.2560 1.3183 -0.1273 0.1713 -0.1069 0.2985
O 5.6120 6.0647 0.5220 -0.0510 -0.0139 0.3078 -0.5836
H 4.7176 5.6876 0.5551 -0.0227 0.1191 -0.0793 0.3243
H 6.1850 5.3347 0.7922 0.0906 0.0176 -0.3098 0.3660
O -5.4275 2.3996 1.8757 -0.1764 0.1568 0.1186 -0.5590
H -5.7392 2.8144 2.6892 0.0099 -0.1144 0.1284 0.2783
H -5.8644 2.8929 1.1677 0.0844 -0.0705 0.0158 0.3286
O 4.6881 -3.3626 1.1861 -0.1096 0.1231 -0.1320 -0.6923
H 4.2588 -4.0408 0.6579 0.1071 -0.1354 0.0406 0.3145
H 4.2972 -2.5313 0.8852 0.0425 0.0865 0.1254 0.3654
O 6.3017 -2.0069 3.0651 -0.1597 0.2149 0.2401 -0.6426
H 5.8961 -1.9477 3.9361 0.1121 -0.0676 0.0830 0.3242
H 5.7132 -2.5930 2.5644 0.2250 -0.1677 -0.1103 0.3621
O -3.3647 -5.7159 -1.9408 -0.0194 -0.3637 0.1663 -0.5442
H -3.4340 -6.0435 -2.8463 0.0043 0.1866 -0.0728 0.3705
H -3.9713 -6.2687 -1.4387 -0.0397 0.0351 0.0390 0.2224
O 6.5488 3.2325 0.3229 -0.0215 -0.1411 -0.0422 -0.6080
H 5.6073 3.2824 0.1255 -0.0463 0.0091 0.1147 0.2704
H 6.8812 2.5449 -0.2625 0.0830 0.0282 -0.0333 0.2827
O 3.6471 -0.7259 2.2942 -0.0056 -0.0118 -0.1141 -0.6466
H 3.3925 -1.3279 3.0005 -0.0433 0.0323 0.0539 0.3046
H 4.5366 -0.4384 2.5382 0.0542 -0.0466 -0.0601 0.3097
O 0.5842 6.5878 0.4948 -0.2889 0.0666 -0.1780 -0.5964
H 0.1094 6.0898 -0.1793 -0.1066 -0.0474 0.0804 0.3056
H 0.3335 7.5010 0.3264 0.0514 0.0625 0.0965 0.2913
O 8.6801 3.6447 2.5158 0.0463 -0.0876 -0.0283 -0.6150
H 8.1454 3.4454 1.7388 -0.1158 0.0390 0.0379 0.3247
H 8.0391 3.8528 3.2010 0.0031 0.0660 0.0292 0.3045
O -2.4494 -1.2770 5.6810 -0.0972 -0.1474 0.1592 -0.6033
H -2.5471 -1.7950 4.8722 0.0345 0.0210 -0.0340 0.2547
H -2.9289 -1.7778 6.3475 0.0399 0.0339 0.0895 0.2661
O -6.6525 3.1752 4.7475 -0.0157 0.0620 -0.0272 -0.5832
H -6.9217 2.5483 5.4243 0.0269 -0.0969 -0.0339 0.2880
H -6.8896 4.0350 5.1066 0.0340 0.0559 -0.0329 0.2958
O 6.7025 7.1104 3.1125 -0.1407 -0.2505 0.0856 -0.6675
H 6.1666 6.9175 2.3290 0.0952 0.2858 -0.3290 0.3529
H 6.0661 7.3343 3.7984 0.0316 0.0643 0.0424 0.3253
O -2.8190 0.9367 -9.9071 -0.0261 0.0241 0.0257 -0.6424
H -2.8890 0.5754 -10.7944 0.0140 0.0082 -0.0431 0.3125
H -3.4226 0.3988 -9.3802 -0.0464 -0.1398 0.0739 0.3534
O 8.8974 -0.7954 4.9770 -0.1296 -0.0580 0.0622 -0.6408
H 8.3686 -1.4037 4.4499 0.0352 -0.0232 -0.1296 0.3234
H 8.5682 0.0752 4.7358 0.0677 0.0568 -0.0424 0.3197
O 4.6121 4.7994 3.0506 0.0318 -0.2490 0.2129 -0.5818
H 5.5026 5.1631 2.9927 0.0249 0.0662 0.1707 0.2017
H 4.0553 5.4669 2.6440 -0.0048 0.0203 -0.0708 0.3557
O -1.4831 2.5782 4.2276 -0.0032 -0.0218 0.0127 -0.6639
H -1.5775 2.0666 3.4175 0.0340 0.0203 -0.0631 0.2495
H -1.9717 2.0693 4.8822 0.0087 -0.0365 0.0226 0.3185